No. 1
The following is a DFT calculation (ωB97M-V with the def2-TZVPD basis set) of C19H9ClINO3ReS6 as an isolated structure in a non-equilibrium geometry.

As for the expectation value of S²: 1.077. As for the HOMO energy (alpha / beta): -7.83 / -7.89 eV. The frontier orbital gap (alpha / beta) comes out at 5.12 / 5.55 eV. The total energy comes out at -4235.26539 Eh.

Structure (ORCA input):
```
! RIJCOSX wB97M-V def2-TZVPD def2/J DEFGRID3
* xyz 0 2
Re 1.6458 -0.7928 -0.1674
S 2.2503 -7.8825 -1.5169
C 1.9323 -6.3133 -1.1783
S 2.1668 -5.6291 0.4078
C 1.7962 -3.9802 -0.0395
C 1.3941 -3.7749 -1.3293
S 0.9997 -2.2057 -1.9393
S 1.3348 -5.1779 -2.3680
S 1.9363 -2.7235 1.1268
Cl 2.4349 5.9892 -0.5916
C 2.5418 4.3366 -0.1123
C 2.8814 4.0401 1.1923
C 2.9807 2.7211 1.6129
I 3.4841 2.1995 3.5757
C 2.6850 1.6619 0.7543
O 2.7249 0.4222 1.0998
C 2.2670 1.9876 -0.5741
N 1.8593 0.9279 -1.3251
C 1.5396 1.1405 -2.5937
C 1.5703 2.4098 -3.1720
C 1.8967 3.5057 -2.4057
C 2.2489 3.3182 -1.0528
H 3.0620 4.8348 1.9013
H 1.2260 0.2745 -3.1628
H 1.3179 2.5121 -4.2150
H 1.8881 4.5057 -2.8126
O -6.2355 -0.6128 2.6025
C -5.8355 -0.7503 1.3245
O -6.6286 -0.8026 0.4286
C -4.3557 -0.7529 1.1378
C -3.5094 -1.2126 2.1457
C -2.1541 -0.9975 2.0559
C -1.6413 -0.3093 0.9584
S -0.0207 0.3277 1.1206
C -2.4622 0.0255 -0.1158
C -3.8216 -0.2061 -0.0275
H -5.4870 -0.5540 3.2128
H -3.9092 -1.7372 3.0019
H -1.4821 -1.3100 2.8387
H -2.0228 0.5057 -0.9781
H -4.4991 0.0790 -0.8200
*
```

No. 2
The following is a DFT calculation (ωB97M-V with the def2-TZVPD basis set) of C19H9N5O4S2V as an isolated structure.

As for the HOMO energy (alpha / beta): -12.47 / -12.47 eV. The frontier orbital gap (alpha / beta) comes out at 7.57 / 7.57 eV. The total energy comes out at -3044.50045 Eh.

Structure (ORCA input):
```
! RIJCOSX wB97M-V def2-TZVPD def2/J DEFGRID3
* xyz 1 1
V 1.1706 -0.0150 1.4386
O -1.3503 2.3926 3.3929
C -0.7775 1.3951 3.0668
O 0.4466 1.3714 2.5312
C -1.3016 -0.0028 3.1864
C -2.4306 -0.4654 3.8333
C -2.6435 -1.8419 3.8499
C -1.7297 -2.7034 3.2473
C -0.6335 -2.1370 2.6269
N -0.4615 -0.8291 2.5923
C 0.5345 -2.8011 1.9665
O 0.6417 -3.9683 1.7317
O 1.4623 -1.8860 1.6680
H -3.1031 0.2300 4.3151
H -3.5128 -2.2454 4.3510
H -1.8475 -3.7774 3.2660
S -0.6613 1.3506 -5.9134
N -0.7347 2.3221 -4.6297
C -0.2328 1.6431 -3.6112
C -0.0891 2.1412 -2.2563
C -0.3761 3.4489 -1.8635
C -0.1454 3.7987 -0.5534
C 0.3228 2.8434 0.3443
N 0.5767 1.5824 -0.0103
C 0.4009 1.2530 -1.3032
C 0.8282 -0.0868 -1.6582
N 1.3383 -0.8089 -0.6441
C 1.8650 -1.9990 -0.9380
C 1.8697 -2.5227 -2.2277
C 1.3010 -1.8080 -3.2563
C 0.7698 -0.5501 -2.9697
C 0.1844 0.3363 -3.9576
N -0.0069 0.0441 -5.2337
H -0.7523 4.1585 -2.5883
H -0.3262 4.8011 -0.1945
H 0.4858 3.0926 1.3804
H 2.2824 -2.5555 -0.1143
H 2.3171 -3.4920 -2.3912
H 1.2724 -2.1861 -4.2695
S 3.0460 0.4770 1.7955
*
```

No. 3
The following is a DFT calculation (ωB97M-V with the def2-TZVPD basis set) of a 2-piece molecular cluster, C2 overall in a non-equilibrium geometry.

As for the expectation value of S²: 0.751. As for the HOMO energy (alpha / beta): -1.21 / -0.91 eV. The frontier orbital gap (alpha / beta) comes out at 4.81 / 5.21 eV. The total energy comes out at -75.64362 Eh.

Structure (ORCA input):
```
! RIJCOSX wB97M-V def2-TZVPD def2/J DEFGRID3
* xyz -1 2
C -1.0009 0.6218 0.8143
C 1.0009 -0.6218 -0.8143
*
```

No. 4
The following is a DFT calculation (ωB97M-V with the def2-TZVPD basis set) of a single C2 molecule in a non-equilibrium geometry.

As for the HOMO energy: -10.17 eV. The frontier orbital gap comes out at 6.68 eV. The total energy comes out at -75.81966 Eh.

Structure (ORCA input):
```
! RIJCOSX wB97M-V def2-TZVPD def2/J DEFGRID3
* xyz 0 1
C -0.2037 0.8120 0.0653
C 0.2037 -0.8120 -0.0653
*
```

No. 5
The following is a DFT calculation (ωB97M-V with the def2-TZVPD basis set) of C20H10Cl5N5NiO2 as an isolated structure.

As for the expectation value of S²: 2.007. As for the HOMO energy (alpha / beta): -7.18 / -7.24 eV. The frontier orbital gap (alpha / beta) comes out at 6.78 / 6.77 eV. The total energy comes out at -5001.75509 Eh.

Structure (ORCA input):
```
! RIJCOSX wB97M-V def2-TZVPD def2/J DEFGRID3
* xyz 0 3
Ni 0.2209 0.0818 -0.0696
Cl -5.5542 3.4575 -1.3044
C -3.8972 2.9438 -1.3605
C -3.4685 2.0117 -0.4172
C -2.1562 1.5759 -0.4400
N -1.5781 0.6587 0.4485
C -2.1083 0.2239 1.5845
O -3.2277 0.3636 2.0696
C -1.0813 -0.5950 2.3809
C -1.4372 -1.1463 3.6026
C -0.4810 -1.8260 4.3339
C 0.8093 -1.9313 3.8307
C 1.0852 -1.3560 2.6045
N 0.1637 -0.7076 1.8906
C -1.2564 2.0833 -1.4154
C -1.6936 3.0155 -2.3387
C -3.0217 3.4383 -2.3086
Cl -3.5364 4.5960 -3.4951
N 0.0393 1.5438 -1.3388
C 1.0987 1.9518 -2.0330
O 1.2274 2.8469 -2.8606
C 2.3385 1.1331 -1.6639
C 3.5479 1.3864 -2.2922
C 4.6413 0.6028 -1.9781
C 4.4993 -0.4206 -1.0506
C 3.2625 -0.6056 -0.4644
N 2.2078 0.1587 -0.7520
H -4.1514 1.6383 0.3292
H -2.4548 -1.0073 3.9393
H -0.7309 -2.2624 5.2925
H 1.5902 -2.4426 4.3756
H 2.0784 -1.4044 2.1768
H -1.0131 3.4146 -3.0737
H 3.5817 2.1896 -3.0143
H 5.5960 0.7785 -2.4568
H 5.3265 -1.0644 -0.7881
H 3.0988 -1.3974 0.2560
Cl 0.8093 -5.3273 -0.3131
C -0.6858 -4.3859 -0.3130
Cl -1.4842 -4.4732 1.2598
Cl -1.7561 -4.9081 -1.6063
C -0.3380 -2.9702 -0.5329
N -0.1105 -1.8631 -0.6937
*
```

No. 6
The following is a DFT calculation (ωB97M-V with the def2-TZVPD basis set) of C20H11F5N6O2RuS2Se6 as an isolated structure.

As for the expectation value of S²: 8.807. As for the HOMO energy (alpha / beta): -3.79 / -5.25 eV. The frontier orbital gap (alpha / beta) comes out at 5.22 / 6.07 eV. The total energy comes out at -17046.97812 Eh.

Structure (ORCA input):
```
! RIJCOSX wB97M-V def2-TZVPD def2/J DEFGRID3
* xyz -1 6
Ru 0.0148 0.5259 -0.0402
Se -0.5389 -1.8976 0.1452
Se 0.7567 -3.0045 1.5314
Se 0.1096 0.7065 3.0172
Se 1.8047 0.5594 1.5966
Se -2.0593 1.1936 -2.9752
N -1.5356 0.3516 -4.4872
C -0.6114 -0.5538 -4.1378
C 0.0757 -1.4264 -4.9915
C 1.0153 -2.2914 -4.4438
C 1.2675 -2.2819 -3.0780
N 0.6455 -1.4599 -2.2256
C -0.2812 -0.6377 -2.7395
N -0.9612 0.1781 -1.9299
H -0.1303 -1.4103 -6.0532
H 1.5637 -2.9760 -5.0762
H 1.9998 -2.9528 -2.6454
N -2.1618 -0.4612 7.6302
C -2.4677 -0.8543 6.3268
C -3.6995 -0.5364 5.7589
C -4.0055 -0.9492 4.4720
C -3.0858 -1.6857 3.7438
C -1.8599 -2.0190 4.3077
C -1.5551 -1.6128 5.5892
S -3.3906 -2.1046 2.0557
O -2.8436 -3.4077 1.8145
O -4.7917 -1.8554 1.8090
N -2.4716 -1.0618 1.2376
C -2.9090 0.1880 0.9714
S -4.5270 0.8050 1.1803
C -4.0020 2.3534 0.6340
C -2.6951 2.3225 0.3134
N -2.0830 1.1122 0.5128
H -2.6560 0.3595 7.9428
H -1.1740 -0.3922 7.8191
H -4.4199 0.0400 6.3271
H -4.9592 -0.6989 4.0278
H -1.1401 -2.5834 3.7270
H -0.5942 -1.8649 6.0210
H -4.6788 3.1865 0.5591
H -2.1105 3.1454 -0.0693
F 2.6315 7.2785 1.2455
C 2.3777 6.0981 0.6713
C 1.3324 5.3107 1.1165
F 0.5630 5.7362 2.1231
C 1.0768 4.0907 0.5107
F 0.0164 3.4084 0.9665
C 1.8357 3.6012 -0.5394
Se 1.5474 1.9588 -1.4703
C 2.8749 4.4239 -0.9667
F 3.6612 4.0437 -1.9813
C 3.1525 5.6477 -0.3856
F 4.1659 6.3957 -0.8353
*
```